1.
{"formula": "C21H15N5O6S", "method": "ωB97M-V/def2-TZVPD", "species": ["O", "N", "O", "C", "C", "C", "N", "O", "O", "C", "N", "O", "N", "O", "C", "C", "H", "H", "C", "N", "C", "C", "C", "C", "C", "C", "C", "C", "S", "C", "C", "C", "C", "C", "C", "H", "H", "H", "H", "H", "H", "H", "H", "H", "H", "H", "H", "H"], "xyz": [[0.869, -3.565, -2.499], [-0.017, -2.859, -1.974], [-0.713, -3.261, -1.006], [-0.235, -1.533, -2.497], [0.663, -0.986, -3.446], [0.547, 0.348, -3.840], [1.508, 0.914, -4.769], [1.435, 2.094, -5.153], [2.413, 0.135, -5.148], [-0.573, 1.126, -3.334], [-1.041, 2.329, -3.763], [-2.265, 2.475, -3.140], [-2.544, 1.391, -2.309], [-3.619, 1.305, -1.731], [-1.452, 0.515, -2.423], [-1.316, -0.791, -1.985], [1.469, -1.597, -3.845], [-2.016, -1.206, -1.268], [1.499, -2.282, 2.014], [1.461, -0.839, 1.816], [0.273, -0.167, 1.664], [-0.922, -0.825, 1.443], [-2.218, -0.274, 1.723], [-2.400, 0.756, 2.677], [-3.561, 1.524, 2.666], [-4.599, 1.217, 1.775], [-4.503, 0.069, 0.973], [-3.355, -0.716, 0.998], [0.556, 1.568, 1.584], [2.297, 1.314, 1.710], [3.335, 2.247, 1.688], [4.660, 1.790, 1.772], [4.940, 0.420, 1.900], [3.902, -0.510, 2.010], [2.596, -0.045, 1.856], [0.516, -2.600, 2.367], [1.754, -2.811, 1.084], [2.253, -2.501, 2.778], [-0.878, -1.819, 0.996], [-1.599, 0.953, 3.393], [-3.652, 2.379, 3.339], [-5.487, 1.848, 1.718], [-5.329, -0.209, 0.317], [-3.277, -1.625, 0.395], [3.092, 3.302, 1.602], [5.487, 2.501, 1.745], [5.972, 0.071, 1.915], [4.074, -1.569, 2.210]], "nbo_charge": [-0.356, 0.500, -0.383, -0.014, -0.103, 0.016, 0.498, -0.327, -0.379, 0.104, -0.072, -0.118, 0.426, -0.316, 0.014, -0.084, 0.295, 0.284, -0.411, -0.388, 0.100, -0.426, -0.023, -0.242, -0.198, -0.244, -0.182, -0.242, 0.368, -0.203, -0.203, -0.231, -0.194, -0.249, 0.142, 0.236, 0.209, 0.209, 0.233, 0.217, 0.215, 0.215, 0.214, 0.202, 0.225, 0.222, 0.221, 0.222], "fmax_ev_per_a": 3.03, "multiplicity": 1, "orbital_gap_ev": 4.44, "smiles": "O=[N+]([O-])c1cc([N+](=O)[O-])c2no[n+]([O-])c2c1.CN1/C(=C/c2ccccc2)Sc2ccccc21", "e_homo_ev": -7.00, "e_tot_ha": -1932.27261, "e_lumo_ha": -0.0942}

***

2.
{"formula": "C15H38BaF3N3O21P3", "method": "ωB97M-V/def2-TZVPD", "species": ["Ba", "N", "O", "O", "O", "C", "N", "O", "O", "H", "H", "H", "C", "N", "O", "O", "H", "H", "H", "C", "O", "P", "O", "O", "C", "O", "C", "H", "H", "H", "H", "H", "H", "H", "H", "H", "C", "O", "P", "O", "O", "C", "O", "C", "H", "H", "H", "H", "H", "H", "H", "H", "H", "C", "O", "P", "O", "O", "C", "O", "C", "H", "H", "H", "H", "H", "H", "H", "H", "H", "C", "C", "O", "C", "O", "C", "F", "F", "F", "H", "H", "H", "H", "H"], "xyz": [[2.727, 0.270, -1.643], [-0.704, -0.919, -0.199], [-1.134, -2.078, -0.300], [-1.421, 0.036, 0.073], [0.545, -0.749, -0.395], [-4.129, -0.761, -1.139], [-5.062, -1.145, -2.223], [-5.045, -2.305, -2.589], [-5.696, -0.256, -2.750], [-4.688, -0.234, -0.373], [-3.348, -0.128, -1.549], [-3.670, -1.667, -0.763], [-1.579, -5.000, -1.523], [-2.882, -5.628, -1.899], [-3.607, -5.006, -2.639], [-3.125, -6.719, -1.422], [-1.437, -5.112, -0.452], [-1.628, -3.943, -1.744], [-0.833, -5.580, -2.059], [-1.152, 1.103, -6.385], [-0.133, 0.880, -5.383], [-0.477, -0.029, -4.168], [0.695, -0.311, -3.318], [-1.668, 0.650, -3.382], [-1.551, 1.991, -2.934], [-1.152, -1.290, -4.782], [-1.996, -2.143, -3.976], [-2.053, 1.518, -5.931], [-1.409, 0.166, -6.872], [-0.769, 1.816, -7.106], [-0.872, 2.596, -3.538], [-1.237, 2.036, -1.887], [-2.537, 2.454, -2.974], [-3.041, -2.023, -4.269], [-1.906, -1.924, -2.914], [-1.768, -3.182, -4.196], [0.412, 2.507, 1.392], [1.658, 3.144, 1.663], [2.957, 2.279, 1.865], [3.339, 1.393, 0.748], [4.007, 3.389, 2.228], [4.634, 4.137, 1.188], [2.786, 1.469, 3.182], [2.470, 2.141, 4.427], [0.522, 1.520, 0.927], [-0.189, 3.076, 0.685], [-0.173, 2.350, 2.298], [4.102, 4.074, 0.231], [5.661, 3.810, 1.062], [4.592, 5.201, 1.420], [2.435, 3.222, 4.305], [3.160, 1.796, 5.182], [1.431, 1.907, 4.673], [1.544, -3.748, 0.517], [2.686, -3.390, 1.331], [4.028, -2.844, 0.719], [3.875, -1.702, -0.195], [4.835, -2.532, 1.999], [4.252, -1.626, 2.957], [4.764, -4.049, 0.074], [5.189, -5.168, 0.854], [1.495, -4.832, 0.426], [1.589, -3.280, -0.463], [0.669, -3.386, 1.045], [5.023, -0.936, 3.285], [3.867, -2.204, 3.794], [3.440, -1.049, 2.516], [4.728, -6.084, 0.486], [4.896, -5.117, 1.905], [6.271, -5.240, 0.796], [-3.304, 2.566, 1.296], [-3.941, 3.605, 2.205], [-3.007, 4.454, 2.890], [-2.210, 3.924, 3.778], [-2.197, 2.800, 4.183], [-1.235, 4.985, 4.341], [-1.293, 6.143, 3.694], [-1.543, 5.201, 5.620], [0.027, 4.544, 4.285], [-2.718, 3.015, 0.487], [-4.078, 1.921, 0.889], [-2.583, 1.928, 1.806], [-4.516, 3.055, 2.955], [-4.614, 4.251, 1.653]], "lowdin_charge": [1.999, -0.554, -0.012, 0.004, -0.270, 0.032, -0.440, 0.060, 0.065, 0.097, 0.069, 0.084, 0.041, -0.445, 0.069, 0.070, 0.096, 0.051, 0.105, -0.046, -0.193, 0.316, -0.429, -0.208, -0.081, -0.176, -0.045, 0.096, 0.095, 0.097, 0.093, 0.077, 0.104, 0.097, 0.066, 0.095, -0.075, -0.183, 0.326, -0.420, -0.182, -0.075, -0.192, -0.036, 0.059, 0.091, 0.087, 0.084, 0.097, 0.100, 0.083, 0.098, 0.098, -0.058, -0.195, 0.294, -0.417, -0.182, -0.053, -0.175, -0.068, 0.095, 0.076, 0.084, 0.099, 0.101, 0.069, 0.097, 0.093, 0.098, -0.061, -0.165, 0.052, -0.426, 0.165, -0.549, 0.179, 0.181, 0.154, 0.073, 0.077, 0.062, 0.133, 0.129], "fmax_ev_per_a": 1.75, "multiplicity": 1, "orbital_gap_ev": 8.63, "e_above_lowest_kcal_mol": 0.00, "e_homo_ev": -12.01, "e_tot_ha": -3687.74215, "total_charge": 1, "e_lumo_ha": -0.1240}

***

3.
{"formula": "C19H18F4N2O3", "method": "ωB97M-V/def2-TZVPD", "species": ["C", "O", "C", "C", "C", "C", "C", "N", "N", "C", "O", "C", "C", "C", "C", "C", "C", "O", "C", "C", "F", "F", "C", "F", "F", "C", "C", "C", "H", "H", "H", "H", "H", "H", "H", "H", "H", "H", "H", "H", "H", "H", "H", "H", "H", "H"], "xyz": [[-0.239, 4.272, 5.877], [1.086, 3.631, 5.902], [1.448, 2.814, 5.107], [0.695, 2.604, 3.967], [1.206, 1.472, 3.278], [2.377, 0.848, 3.612], [3.231, -0.109, 2.566], [2.351, -0.318, 1.443], [3.008, -1.523, 0.676], [2.422, -1.831, -0.487], [2.826, -2.895, -0.906], [0.914, -1.256, -0.826], [0.855, -0.089, -0.572], [-0.333, 0.626, -1.189], [-1.362, -0.399, -1.650], [-1.021, -1.715, -1.994], [-2.140, -2.595, -2.553], [-2.922, -1.853, -3.566], [-1.827, -1.889, -4.760], [-2.739, -0.969, -5.585], [-2.054, -0.933, -6.860], [-2.679, 0.306, -5.359], [-4.050, -1.324, -6.102], [-4.963, -1.267, -5.083], [-4.160, -2.657, -6.274], [0.064, -2.165, -1.345], [3.326, 1.335, 4.513], [2.821, 2.276, 5.404], [-1.065, 3.583, 5.772], [-0.153, 5.080, 6.753], [-0.316, 4.906, 4.806], [-0.306, 2.907, 3.901], [0.709, 1.152, 2.430], [4.027, -0.747, 3.038], [3.687, -1.959, 0.965], [1.613, 0.596, -0.305], [-0.625, 1.471, -0.971], [-2.042, 0.147, -2.223], [-1.795, -3.715, -2.631], [-2.898, -2.791, -1.740], [-0.907, -1.438, -4.466], [-1.608, -2.647, -5.277], [-4.520, -0.876, -6.931], [0.459, -3.321, -1.401], [4.367, 0.693, 4.796], [3.232, 2.557, 6.252]], "nbo_charge": [-0.292, -0.464, 0.389, -0.362, -0.130, -0.165, 0.076, -0.269, -0.452, 0.661, -0.624, -0.128, -0.175, -0.126, -0.203, -0.105, -0.113, -0.522, -0.082, 0.622, -0.400, -0.292, 0.506, -0.342, -0.334, -0.160, -0.145, -0.272, 0.205, 0.236, 0.187, 0.220, 0.221, 0.203, 0.357, 0.236, 0.162, 0.211, 0.201, 0.208, 0.219, 0.191, 0.177, 0.246, 0.217, 0.206], "fmax_ev_per_a": 16.79, "multiplicity": 1, "orbital_gap_ev": 7.93, "smiles": "COc1ccc(/C=N/NC(=O)c2cccc(COCC(F)(F)C(F)F)c2)cc1", "e_above_lowest_kcal_mol": 333.21, "e_homo_ev": -8.07, "e_tot_ha": -1468.95741, "e_lumo_ha": -0.0053}